C25H25BF2NO5 as an isolated structure in a non-equilibrium geometry, computed with ωB97M-V with the def2-TZVPD basis set.

Output
- net charge = +1
- LUMO level (eV) = -7.55
- HOMO-LUMO gap (eV) = 3.940
- 2S+1 = 1

XYZ file:
```
59
Properties=species:S:1:pos:R:3:nbo_charge:R:1
C 2.98 -3.11 1.50 -0.679
C 1.58 -3.24 1.89 0.349
C 1.04 -3.15 3.15 -0.295
C -0.37 -3.21 2.89 -0.274
C -0.67 -2.94 1.51 0.119
B -0.77 -4.61 -0.13 1.244
N -0.72 -3.52 -1.31 -0.496
C -0.08 -2.15 -1.37 -0.406
C 0.05 -4.34 -2.45 -0.303
C 0.69 -5.47 -1.73 0.763
O 1.49 -6.29 -2.09 -0.440
O 0.21 -5.51 -0.38 -0.700
C -2.13 -3.46 -1.36 -0.004
C -2.82 -4.54 -0.78 0.643
O -3.83 -5.10 -1.11 -0.450
O -2.05 -5.08 0.24 -0.596
O 0.64 -3.18 0.91 -0.532
H 3.63 -2.94 2.38 0.258
H 3.27 -3.91 0.82 0.244
H 3.19 -2.17 0.93 0.238
H 1.62 -3.20 4.10 0.267
H -1.07 -3.18 3.73 0.239
H -0.26 -1.88 -2.43 0.216
H -0.68 -1.46 -0.75 0.272
H 1.02 -2.10 -1.18 0.266
H -0.61 -4.60 -3.32 0.290
H 0.83 -3.70 -2.90 0.277
H -2.03 -2.42 0.42 0.250
H -2.63 -2.82 -2.02 0.248
C -1.19 2.36 -3.26 -0.641
C -2.01 1.53 -2.34 -0.066
C -2.10 1.81 -0.98 0.462
F -1.80 3.09 -0.61 -0.322
C -2.46 0.87 -0.03 -0.301
C -2.73 -0.46 -0.45 -0.028
C -2.81 -1.68 0.53 -0.390
C -3.49 -1.19 1.88 -0.031
C -4.46 -0.16 1.79 -0.233
C -5.11 0.38 2.88 0.382
F -6.04 1.38 2.69 -0.324
C -4.90 -0.08 4.18 -0.051
C -5.72 0.49 5.34 -0.644
C -3.93 -1.11 4.31 -0.181
C -3.26 -1.61 3.18 -0.210
C -3.13 -0.57 -1.82 -0.241
C -2.76 0.42 -2.76 -0.197
H -1.21 1.97 -4.27 0.225
H -1.51 3.39 -3.28 0.249
H -0.17 2.41 -2.90 0.235
H -2.63 1.23 0.97 0.261
H -3.60 -2.30 0.07 0.227
H -4.78 0.27 0.85 0.226
H -5.54 0.00 6.33 0.229
H -5.66 1.59 5.49 0.242
H -6.79 0.27 5.11 0.238
H -3.58 -1.46 5.29 0.228
H -2.42 -2.28 3.30 0.200
H -3.73 -1.43 -2.20 0.213
H -2.93 0.23 -3.83 0.233
```

C25H25BF4N6OS2SeSn as an isolated structure, computed with ωB97M-V with the def2-TZVPD basis set.

Output
- LUMO level (eV) = -0.43
- HOMO-LUMO gap (eV) = 7.189
- 2S+1 = 1

XYZ file:
```
66
Properties=species:S:1:pos:R:3:nbo_charge:R:1
Sn -0.65 0.18 -0.34 1.444
C 3.58 0.97 1.51 -0.686
C 2.41 0.66 0.63 0.258
N 1.19 0.87 0.96 -0.363
N 0.94 1.40 2.19 -0.455
C -0.36 1.40 2.45 0.603
O -1.28 0.98 1.67 -0.822
C -0.77 1.90 3.79 -0.047
C -2.08 2.30 3.99 -0.202
C -2.50 2.75 5.23 -0.209
C -1.60 2.80 6.29 -0.206
C -0.28 2.39 6.10 -0.220
C 0.13 1.95 4.86 -0.192
C 2.64 0.09 -0.72 0.172
C 3.90 0.01 -1.28 -0.231
C 4.04 -0.48 -2.57 -0.144
C 2.91 -0.88 -3.26 -0.255
C 1.69 -0.80 -2.62 0.094
N 1.56 -0.34 -1.39 -0.499
H 3.22 1.30 2.48 0.268
H 4.20 0.07 1.64 0.230
H 4.20 1.75 1.08 0.230
H -2.77 2.24 3.16 0.233
H -3.52 3.07 5.38 0.210
H -1.92 3.15 7.26 0.210
H 0.42 2.42 6.93 0.211
H 1.15 1.62 4.69 0.231
H 4.77 0.34 -0.72 0.227
H 5.02 -0.53 -3.03 0.222
H 2.97 -1.25 -4.28 0.227
H 0.77 -1.10 -3.12 0.228
S 0.48 -1.88 2.20 -0.140
C -0.64 -2.64 3.14 -0.061
N -1.82 -3.12 2.74 -0.587
C -2.75 -3.55 3.77 -0.223
C -1.90 -3.96 4.96 -0.537
S -0.44 -2.87 4.87 0.317
H -2.10 -2.99 1.78 0.437
H -3.34 -4.39 3.40 0.215
H -3.43 -2.74 4.03 0.200
H -1.56 -4.99 4.88 0.220
H -2.41 -3.81 5.91 0.238
C -3.81 -2.65 -2.61 -0.413
N -2.71 -3.49 -3.04 -0.378
C -1.57 -3.70 -2.35 0.279
Se -1.11 -3.10 -0.67 -0.304
N -0.77 -4.47 -3.13 -0.543
C -1.41 -4.78 -4.33 0.107
C -1.02 -5.54 -5.42 -0.228
C -1.94 -5.65 -6.46 -0.206
C -3.19 -5.03 -6.40 -0.211
C -3.56 -4.27 -5.30 -0.233
C -2.65 -4.16 -4.27 0.171
H -3.48 -2.06 -1.77 0.254
H -4.66 -3.27 -2.32 0.207
H -4.10 -1.99 -3.43 0.221
H 0.13 -4.77 -2.81 0.437
H -0.06 -6.02 -5.46 0.225
H -1.68 -6.23 -7.33 0.222
H -3.87 -5.14 -7.23 0.222
H -4.53 -3.79 -5.25 0.228
F -0.06 2.14 -1.80 -0.577
B -1.13 1.88 -2.76 1.346
F -1.12 2.81 -3.77 -0.539
F -0.89 0.55 -3.25 -0.576
F -2.33 1.87 -2.02 -0.556
```

C25H25BF5N10O3S3TeTi as an isolated structure in a non-equilibrium geometry, computed with ωB97M-V with the def2-TZVPD basis set.

Output
- net charge = -1
- LUMO level (eV) = 2.23
- HOMO-LUMO gap (eV) = 7.557
- 2S+1 = 1

XYZ file:
```
74
Properties=species:S:1:pos:R:3:lowdin_charge:R:1
Ti -0.72 -0.23 0.89 0.879
N 2.39 -1.56 -6.55 0.089
C 1.54 -1.31 -5.48 -0.321
C 1.82 -1.83 -4.22 -0.026
C 0.96 -1.60 -3.16 -0.087
C -0.19 -0.85 -3.36 -0.285
C -0.50 -0.35 -4.62 -0.069
C 0.36 -0.58 -5.67 -0.033
S -1.32 -0.61 -2.03 0.631
O -1.08 -1.69 -1.07 -0.407
O -2.63 -0.48 -2.60 -0.274
N -0.90 0.62 -1.06 -0.165
C -0.70 1.88 -1.59 -0.432
N -0.23 2.81 -0.76 0.099
C -0.05 4.03 -1.26 -0.129
C -0.31 4.33 -2.59 -0.056
C -0.75 3.28 -3.37 -0.127
N -0.96 2.07 -2.89 0.132
H 3.34 -1.77 -6.29 0.085
H 2.34 -0.89 -7.31 0.082
H 2.72 -2.40 -4.06 0.114
H 1.18 -2.00 -2.18 0.047
H -1.41 0.21 -4.75 0.106
H 0.12 -0.20 -6.66 0.106
H 0.30 4.78 -0.56 0.096
H -0.16 5.33 -2.99 0.092
H -0.96 3.42 -4.43 0.107
S 2.71 0.28 -0.97 0.937
C 3.56 -0.18 0.51 -0.571
C 4.77 0.31 0.94 -0.094
C 5.29 -0.17 2.14 -0.099
C 4.60 -1.13 2.88 -0.103
C 3.38 -1.62 2.43 -0.124
C 2.85 -1.14 1.24 -0.690
S 1.40 -1.70 0.43 0.676
H 5.30 1.05 0.37 0.100
H 6.23 0.21 2.51 0.096
H 5.01 -1.49 3.81 0.094
H 2.84 -2.37 2.99 0.103
B -4.30 -1.09 0.81 -0.417
N -3.68 0.34 0.76 -0.056
C -4.39 1.41 0.42 -0.076
C -3.70 2.55 0.79 -0.034
C -2.53 2.08 1.36 -0.126
N -2.52 0.73 1.34 -0.048
N -3.20 -2.19 0.85 -0.068
C -3.44 -3.48 0.65 -0.086
C -2.34 -4.21 1.04 -0.047
C -1.44 -3.25 1.48 -0.179
N -1.97 -2.03 1.36 -0.091
H -4.97 -1.25 -0.18 0.074
H -4.96 -1.18 1.83 0.066
H -5.36 1.29 -0.04 0.125
H -4.00 3.58 0.65 0.095
H -1.69 2.63 1.75 0.082
H -4.40 -3.80 0.26 0.122
H -2.20 -5.28 1.00 0.088
H -0.43 -3.36 1.84 0.078
N 0.68 -0.41 3.81 0.016
C 0.55 -0.59 5.13 -0.084
C -0.68 -1.17 5.35 -0.059
C -1.25 -1.28 4.07 -0.130
N -0.41 -0.83 3.15 -0.042
H 1.40 0.12 3.34 0.091
H 1.33 -0.28 5.80 0.121
H -1.12 -1.45 6.29 0.087
H -2.21 -1.67 3.78 0.109
F 0.40 2.61 3.47 -0.422
Te 1.42 2.79 1.90 1.934
F 2.58 1.53 2.89 -0.501
F 3.92 1.31 -1.52 -0.492
F 0.10 4.21 1.62 -0.530
F 2.43 4.12 2.87 -0.520
O 0.25 1.02 1.44 -0.656
```

For each record above, in turn, the calculated energy above the lowest of the compared OMol25 structures with the same formula, charge and spin values are 10.409 1.159 0.958 eV.